{"formula": "C6H12", "method": "ωB97M-V with the def2-TZVPD basis set", "symbols": ["C", "C", "C", "C", "C", "C", "H", "H", "H", "H", "H", "H", "H", "H", "H", "H", "H", "H"], "positions_angstrom": [[0.3912, -1.3336, -0.8690], [-0.8281, -0.5456, -1.3284], [-1.1433, 0.5815, -0.3313], [-1.1919, 0.2484, 1.1343], [-0.0433, 1.0879, 0.6038], [1.6269, 0.6050, 0.7701], [1.1990, -1.4079, -1.6023], [0.8432, -0.6981, -0.0923], [0.1830, -2.3166, -0.4373], [-1.7258, -1.1685, -1.4058], [-0.6473, -0.0860, -2.3075], [-1.9186, 1.2562, -0.7283], [-0.9046, -0.7744, 1.3655], [-1.9938, 0.6194, 1.7822], [-0.0315, 2.1634, 0.8198], [1.7340, 0.6603, 1.8458], [2.1581, 1.3936, 0.2481], [2.2927, -0.2848, 0.5325]], "atomic_forces_ev_per_a": [[0.29, 0.14, 0.38], [-0.19, 0.20, 0.09], [0.40, -0.38, -0.22], [0.29, -0.17, 0.02], [1.36, -0.57, 0.04], [-0.73, 1.25, 0.46], [-0.33, -0.24, -0.24], [-0.69, -1.66, -0.90], [-0.07, 0.07, -0.25], [0.12, 0.01, -0.19], [-0.09, -0.13, 0.11], [0.68, 0.08, 0.46], [-0.09, 0.05, 0.05], [0.51, 0.19, -0.30], [-0.07, -0.53, -0.02], [0.23, 0.62, 0.29], [0.09, 0.49, 0.35], [-1.72, 0.60, -0.10]], "charge": 0, "smiles": "CC[C@H]1C[C@H]1C", "orbital_gap_ev": 10.898, "max_force_ev_per_a": 2.0, "de_lowest_kj_mol": 307.6}